Entry 1:
Entry from the OMol25 dataset: C29H51IN4O2 in the gas phase at a distorted geometry (the ωB97M-V functional and the def2-TZVPD basis).

## Properties
Structure (SMILES): [H]/N=C(\N)NCCCCC1=C(I)C(=O)C(CCCCCCCCCCCCCCCCCC)=C(N)C1=O

Each line ends with the Mulliken charge.
CARTESIAN COORDINATES (ANGSTROEM)
H  -6.2321  1.8838  1.6977  0.22
N  -5.7305  2.5302  2.3286  -0.67
C  -4.4775  2.1520  2.3804  0.21
N  -3.9196  1.0041  1.6477  -0.39
N  -3.5462  2.8826  3.2470  -0.23
C  -3.2185  4.2326  2.6796  -0.79
C  -2.1051  3.9753  1.5368  -0.60
C  -0.7143  3.4163  2.1613  -0.07
C  0.4028  4.5115  1.8252  -1.11
C  1.8966  4.0213  2.0188  0.66
C  2.5461  3.8094  3.2582  -0.51
I  1.4957  4.0946  5.1418  0.05
C  4.0879  3.3541  3.2623  0.51
O  4.7674  3.6177  4.2776  -0.57
C  4.7397  2.6306  1.9921  0.27
C  6.0473  1.7740  2.2516  -1.28
C  5.8706  0.2054  2.0015  -0.51
C  4.7728  -0.3576  3.0487  -0.75
C  3.7311  -1.2397  2.1645  -0.47
C  4.5384  -2.6014  1.7841  -0.86
C  4.6121  -2.7217  0.1870  -0.22
C  3.3581  -3.6570  -0.2669  -0.87
C  2.2737  -2.7905  -1.1204  -0.49
C  1.4077  -3.8906  -1.9567  -0.40
C  -0.1632  -3.6144  -1.7483  -0.68
C  -0.9626  -3.6588  -3.1392  -0.58
C  -1.9652  -2.4069  -3.3153  -0.76
C  -3.1480  -2.4217  -2.2078  0.11
C  -4.2965  -3.3986  -2.7647  -0.83
C  -5.5924  -2.6479  -3.3277  -0.64
C  -5.2804  -1.4514  -4.3567  -0.49
C  -5.7018  -0.0149  -3.7462  -0.54
C  -4.4236  0.8376  -3.2527  -0.54
C  4.0954  2.8187  0.7555  0.52
N  4.6056  2.1604  -0.4604  -0.58
C  2.8084  3.7715  0.7267  0.07
O  2.5835  4.3402  -0.3693  -0.60
H  -3.6427  0.3208  2.3758  0.25
H  -4.6545  0.5268  1.1082  0.23
H  -3.9041  2.9964  4.2009  0.28
H  -2.7613  4.8708  3.5154  0.36
H  -4.1230  4.7891  2.2729  0.38
H  -2.5272  3.3051  0.7238  0.28
H  -1.8885  5.0141  1.0921  0.41
H  -0.4729  2.3635  1.8175  0.31
H  -0.8655  3.3930  3.2988  0.15
H  0.2598  4.8429  0.7496  0.47
H  0.2243  5.4109  2.5151  0.29
H  6.8817  2.1590  1.5832  0.42
H  6.3449  1.9010  3.3488  0.30
H  6.8803  -0.2859  2.2525  0.38
H  5.6534  -0.0658  0.9217  0.31
H  4.2600  0.4788  3.6207  0.28
H  5.3037  -1.0322  3.8111  0.40
H  2.7575  -1.4441  2.7125  0.43
H  3.5150  -0.6247  1.2226  0.09
H  4.0273  -3.4751  2.2993  0.46
H  5.6116  -2.5691  2.1760  0.35
H  5.6112  -3.1331  -0.1884  0.44
H  4.4658  -1.7209  -0.3540  0.04
H  2.7752  -4.0422  0.6409  0.27
H  3.6918  -4.5671  -0.8580  0.39
H  2.8180  -2.0610  -1.7989  0.29
H  1.6029  -2.2656  -0.3594  0.17
H  1.6489  -4.9371  -1.5499  0.33
H  1.7201  -3.7982  -3.0441  0.27
H  -0.5534  -4.4820  -1.1020  0.24
H  -0.3494  -2.6688  -1.1363  0.28
H  -1.5530  -4.6374  -3.1646  0.20
H  -0.2036  -3.7021  -3.9987  0.43
H  -2.4027  -2.5263  -4.3740  0.31
H  -1.4156  -1.4045  -3.3308  0.24
H  -3.5215  -1.3839  -1.9434  -0.15
H  -2.7256  -2.8926  -1.2515  0.40
H  -4.6275  -4.0461  -1.8802  0.27
H  -3.8500  -4.0998  -3.5548  0.31
H  -6.2058  -2.2559  -2.4453  0.33
H  -6.2016  -3.4235  -3.9039  0.31
H  -5.9568  -1.6081  -5.2666  0.36
H  -4.2138  -1.4447  -4.7484  0.26
H  -6.2196  0.6104  -4.5610  0.31
H  -6.4734  -0.1721  -2.9159  0.29
H  -4.5258  1.9498  -3.4720  0.31
H  -4.3735  0.7222  -2.1098  -0.02
H  -3.4685  0.3852  -3.6724  0.13
H  4.4313  1.1453  -0.3395  0.18
H  4.0324  2.4338  -1.2776  0.35

Entry 2:
Entry from the OMol25 dataset: C29H52AsN4O4Sn as an isolated structure (the ωB97M-V functional and the def2-TZVPD basis).

## Properties
Total charge: +1

Each line ends with the Mulliken charge.
CARTESIAN COORDINATES (ANGSTROEM)
Sn  0.5012  0.7601  -2.5578  1.57
C  3.4082  2.8089  2.2186  -1.84
C  2.1493  2.9936  1.3742  0.38
C  0.8372  2.5940  2.0792  -1.84
C  0.4821  1.1249  2.3651  2.08
C  -0.8707  1.0818  3.0662  -1.38
C  1.5273  0.3818  3.1866  -1.85
N  0.3147  0.4247  1.0181  4.87
C  0.2809  -1.0595  1.0999  -0.87
C  -0.5237  -1.7239  -0.0018  -1.81
N  -0.0777  -1.6165  -1.4059  1.07
C  -1.2845  -1.9367  -2.2087  0.79
C  -1.0856  -1.5181  -3.6561  0.52
O  -1.0905  -2.2943  -4.5643  -0.60
O  -0.8729  -0.2217  -3.7660  -0.73
C  1.0054  -2.6058  -1.8410  -0.04
C  1.5586  -3.5247  -0.7533  -1.71
C  2.0879  -1.9573  -2.7211  -1.83
C  3.2926  -1.1972  -2.1154  1.36
C  4.3997  -2.1502  -1.6416  -1.58
C  3.8794  -0.3142  -3.2146  -1.69
N  2.7770  -0.3368  -1.0221  0.90
C  3.7656  0.4915  -0.3103  -0.91
C  3.5137  1.9872  -0.5132  -1.06
N  2.2097  2.4337  -0.0093  0.45
C  1.5639  3.3808  -0.9295  -1.10
C  0.0470  3.2711  -0.8570  0.16
O  -0.6444  4.1994  -0.5390  -0.65
O  -0.4263  2.0605  -1.0627  -0.24
H  3.2057  3.1650  3.2275  0.44
H  4.2236  3.4133  1.8329  0.49
H  3.7603  1.7886  2.2953  0.33
H  2.0446  4.0833  1.2688  0.34
H  0.0048  3.0290  1.5227  0.04
H  0.8287  3.1078  3.0432  0.65
H  -0.7875  1.5761  4.0319  0.65
H  -1.2113  0.0643  3.2510  0.27
H  -1.6282  1.6077  2.4855  -0.06
H  1.8217  1.0069  4.0245  0.39
H  2.4205  0.1542  2.6167  0.27
H  1.1347  -0.5470  3.5934  0.41
H  1.0732  0.7892  0.3909  -2.25
H  -0.5551  0.7713  0.5702  -1.17
H  -0.2349  -1.3140  2.0280  0.75
H  1.3052  -1.4145  1.1998  0.32
H  -1.5211  -1.2772  0.0404  -0.18
H  -0.6542  -2.7691  0.2903  0.34
H  -2.1140  -1.3478  -1.8198  -1.07
H  -1.5294  -3.0008  -2.1425  0.50
H  0.4897  -3.2852  -2.5292  0.71
H  2.0934  -3.0229  0.0474  0.16
H  2.2665  -4.2032  -1.2256  0.42
H  0.7861  -4.1440  -0.3108  0.56
H  1.5814  -1.3007  -3.4336  0.21
H  2.4914  -2.7523  -3.3518  0.83
H  4.6132  -2.8869  -2.4138  0.42
H  4.1403  -2.6830  -0.7322  0.34
H  5.3267  -1.6108  -1.4565  0.44
H  4.2042  -0.9340  -4.0481  0.49
H  4.7487  0.2382  -2.8642  0.40
H  3.1460  0.4018  -3.5937  0.15
H  2.3451  -0.9661  -0.3587  -1.10
H  4.7760  0.2749  -0.6635  0.64
H  3.7604  0.2337  0.7540  0.28
H  3.5191  2.1596  -1.5930  0.61
H  4.3492  2.5654  -0.1096  0.28
H  1.8605  3.1405  -1.9541  0.56
H  1.8585  4.4172  -0.7344  0.42
C  -3.5652  1.5133  -2.2683  -1.30
As  -3.1424  0.8007  -0.5024  0.93
C  -3.8707  2.2605  0.5844  -1.37
C  -4.6391  -0.4730  -0.3873  -1.50
C  -4.7742  -1.1697  0.9420  0.29
C  -3.8544  -1.0114  1.9710  1.40
C  -3.9976  -1.6899  3.1732  -0.92
C  -5.0700  -2.5427  3.3661  -0.62
C  -6.0016  -2.7041  2.3504  -0.63
C  -5.8540  -2.0238  1.1555  -0.60
H  -4.5950  1.8699  -2.2919  0.49
H  -3.4272  0.7511  -3.0310  0.36
H  -2.8968  2.3474  -2.4750  0.32
H  -4.9490  2.1476  0.6899  0.45
H  -3.6456  3.2034  0.0885  0.44
H  -3.4205  2.2805  1.5759  0.28
H  -4.4874  -1.2213  -1.1734  0.53
H  -5.5652  0.0517  -0.6397  0.73
H  -3.0146  -0.3305  1.8461  -0.66
H  -3.2769  -1.5416  3.9656  0.45
H  -5.1873  -3.0691  4.3005  0.42
H  -6.8469  -3.3606  2.4926  0.39
H  -6.5871  -2.1542  0.3707  0.47

Entry 3:
Entry from the OMol25 dataset: a 16-piece molecular cluster, C29H52BF8IN15O36PS overall at a distorted geometry (the ωB97M-V functional and the def2-TZVPD basis).

Each line ends with the Mulliken charge.
CARTESIAN COORDINATES (ANGSTROEM)
C  1.1242  -1.5080  -4.7480  -0.48
B  1.5508  -2.5574  -3.5120  0.63
O  1.3141  -3.9955  -3.7543  -0.60
C  2.2458  -1.9230  -2.1370  0.26
C  1.7861  -0.3962  -1.6682  -0.30
C  2.4044  0.3631  -0.3141  -0.04
F  1.9623  1.7524  0.0693  -0.28
C  3.5404  -0.4157  0.5748  0.29
C  4.0259  -1.9324  0.0639  0.42
C  3.3917  -2.7020  -1.2424  -0.61
C  5.2284  -2.6446  0.9807  -0.33
O  6.1352  -3.3757  0.3337  -0.49
C  5.2267  -2.3353  2.6167  0.00
S  5.7874  -3.7194  3.7281  1.11
O  6.3573  -3.3168  5.1030  -0.50
O  6.9616  -4.5048  3.0185  -0.58
C  4.3761  -4.9902  3.8207  0.46
F  3.9938  -5.3909  2.4467  -0.21
F  5.0047  -6.2132  4.4468  -0.27
C  3.1363  -4.5389  4.7888  0.50
F  3.4931  -3.6246  5.8966  -0.17
F  2.6389  -5.8094  5.4391  -0.27
C  1.8393  -3.9003  4.0126  0.62
F  2.1582  -3.1184  2.7957  -0.08
F  0.8975  -4.9809  3.6220  -0.24
F  1.0720  -2.9633  4.9175  -0.26
C  4.7359  -0.9710  3.0654  0.47
P  4.6203  -0.5449  4.9508  0.16
O  2.9175  -0.6740  5.4394  -0.49
I  5.2877  1.7676  5.4306  0.00
C  4.2569  0.1745  1.9444  0.13
O  4.4479  1.4863  2.0640  -0.48
H  1.5436  -1.8686  -5.8018  0.21
H  -0.0609  -1.4561  -4.8325  0.04
H  1.5972  -0.4477  -4.4797  0.10
H  1.5830  -4.2288  -4.7054  0.29
H  0.9907  0.1606  -2.3497  0.40
H  3.7321  -3.7788  -1.5492  0.33
H  2.4169  0.1500  5.1637  0.34
C  -1.1155  -5.1799  1.3870  -0.49
N  -0.9306  -5.2273  -0.0885  0.96
O  0.1134  -4.7463  -0.5440  -0.49
O  -1.8390  -5.7463  -0.7479  -0.56
H  -0.2441  -4.6994  1.8370  -0.03
H  -2.0204  -4.6027  1.5874  0.29
H  -1.2139  -6.2084  1.7400  0.31
C  8.2449  4.1942  8.1311  -0.71
N  6.8623  4.2118  7.5820  0.78
O  6.5249  5.2067  6.9297  -0.49
O  6.1547  3.2263  7.8211  -0.45
H  8.7506  5.1189  7.8450  0.31
H  8.1670  4.1177  9.2176  0.27
H  8.7568  3.3278  7.7075  0.27
C  -2.0786  0.0300  -7.9755  -0.77
N  -1.1480  0.3842  -6.8700  0.93
O  -0.1316  1.0222  -7.1681  -0.49
O  -1.4642  0.0117  -5.7340  -0.49
H  -1.6770  0.4188  -8.9136  0.24
H  -2.1512  -1.0589  -8.0091  0.30
H  -3.0451  0.4859  -7.7514  0.29
C  5.3486  0.7611  10.5712  -0.72
N  6.3621  1.7173  11.0929  0.87
O  7.4265  1.8095  10.4705  -0.51
O  6.0603  2.3483  12.1127  -0.52
H  5.7461  0.2787  9.6757  0.32
H  5.1575  0.0239  11.3536  0.30
H  4.4483  1.3318  10.3344  0.26
C  3.1366  4.0236  13.2783  -0.60
N  1.9231  3.2491  12.9026  0.82
O  0.8254  3.7586  13.1567  -0.51
O  2.1067  2.1516  12.3632  -0.51
H  2.8271  4.9632  13.7407  0.32
H  3.7094  3.4173  13.9830  0.25
H  3.7034  4.2119  12.3642  0.22
C  3.5797  3.1025  -7.4767  -0.70
N  3.5566  1.6150  -7.4923  0.85
O  3.4656  1.0388  -6.4020  -0.50
O  3.6305  1.0677  -8.5988  -0.50
H  3.5081  3.4462  -6.4426  0.32
H  4.5228  3.4222  -7.9248  0.26
H  2.7247  3.4515  -8.0592  0.31
C  -3.5714  -3.0502  -1.9365  -0.56
N  -2.8701  -1.8077  -2.3584  0.90
O  -2.9122  -0.8436  -1.5853  -0.53
O  -2.2971  -1.8353  -3.4539  -0.48
H  -4.0284  -2.8834  -0.9588  0.20
H  -4.3343  -3.2688  -2.6865  0.28
H  -2.8267  -3.8470  -1.8833  0.20
C  -1.0440  3.8715  -0.2556  -0.65
N  -1.3428  3.0840  -1.4820  0.85
O  -0.4297  2.3916  -1.9466  -0.47
O  -2.4858  3.1830  -1.9437  -0.51
H  -0.0079  3.6896  0.0374  0.27
H  -1.1974  4.9257  -0.4954  0.26
H  -1.7300  3.5379  0.5256  0.25
C  -7.4899  -2.2003  0.8059  -0.55
N  -6.9657  -2.5330  -0.5462  0.85
O  -7.4931  -1.9693  -1.5122  -0.51
O  -6.0396  -3.3506  -0.5996  -0.52
H  -8.2976  -1.4726  0.7026  0.11
H  -7.8593  -3.1255  1.2530  0.27
H  -6.6648  -1.7810  1.3852  0.31
C  -5.2563  4.2744  -0.1117  -0.50
N  -4.6017  4.5869  1.1873  0.91
O  -3.4152  4.9331  1.1544  -0.55
O  -5.2977  4.4759  2.2034  -0.55
H  -4.5305  4.4137  -0.9157  0.23
H  -5.5914  3.2360  -0.0705  0.32
H  -6.0985  4.9593  -0.2295  0.23
C  -7.6630  -6.0578  -1.2302  -0.65
N  -8.6545  -6.2210  -0.1330  0.87
O  -9.4025  -5.2645  0.1008  -0.51
O  -8.6539  -7.3047  0.4626  -0.52
H  -7.7760  -5.0617  -1.6633  0.24
H  -6.6684  -6.1791  -0.7963  0.26
H  -7.8675  -6.8283  -1.9764  0.31
C  -10.7714  0.1830  -2.0337  -0.75
N  -9.8408  0.5372  -0.9282  0.86
O  -8.8244  1.1752  -1.2264  -0.46
O  -10.1570  0.1647  0.2078  -0.53
H  -10.3698  0.5719  -2.9719  0.31
H  -10.8440  -0.9059  -2.0673  0.28
H  -11.7379  0.6389  -1.8096  0.30
C  1.8944  -0.8114  -11.4239  -0.71
N  0.6500  -0.7190  -10.6135  0.88
O  -0.1570  0.1682  -10.9146  -0.52
O  0.5185  -1.5399  -9.6981  -0.48
H  1.8764  -0.0324  -12.1889  0.30
H  2.7395  -0.6681  -10.7474  0.26
H  1.9162  -1.8020  -11.8825  0.29
C  8.2628  2.6796  -9.0914  -0.73
N  7.0184  2.7720  -8.2811  0.85
O  6.2114  3.6591  -8.5822  -0.58
O  6.8869  1.9511  -7.3657  -0.46
H  8.2448  3.4586  -9.8565  0.31
H  9.1079  2.8229  -8.4150  0.28
H  8.2845  1.6890  -9.5501  0.28
C  -9.0242  7.1223  0.8457  -0.72
N  -8.5000  6.7896  -0.5064  0.80
O  -9.0274  7.3533  -1.4724  -0.48
O  -7.5738  5.9720  -0.5598  -0.56
H  -9.8319  7.8500  0.7423  0.30
H  -9.3936  6.1971  1.2928  0.28
H  -8.1990  7.5416  1.4250  0.29

Entry 4:
Entry from the OMol25 dataset: C29H52BaCl2N6OSSi2 as an isolated structure at a distorted geometry (the ωB97M-V functional and the def2-TZVPD basis).

Each line ends with the Mulliken charge.
CARTESIAN COORDINATES (ANGSTROEM)
Ba  -0.2461  0.6343  -0.4194  0.16
C  0.7610  -3.0604  -0.2309  -1.30
C  0.5386  -2.5361  -1.6521  -0.45
N  -0.7103  -1.7993  -1.7411  0.76
C  -1.9096  -2.6106  -1.5716  -1.08
C  -2.8727  -1.9542  -0.5693  -0.75
N  -2.1820  -1.4929  0.6232  0.17
C  -1.7216  -2.5552  1.5137  -1.01
C  -0.2444  -2.3617  1.8941  -0.47
N  0.5515  -1.9974  0.7363  0.55
H  0.0582  -3.8688  -0.0278  0.43
H  1.7647  -3.5014  -0.1801  0.54
H  1.3458  -1.8432  -1.8892  0.25
H  0.5792  -3.3859  -2.3529  0.45
H  -0.7412  -1.3463  -2.6453  -0.64
H  -2.4495  -2.7461  -2.5164  0.52
H  -1.6389  -3.6093  -1.2183  0.45
H  -3.3296  -1.0852  -1.0434  0.17
H  -3.6737  -2.6730  -0.3340  0.37
H  -2.7835  -0.8606  1.1379  0.28
H  -2.3060  -2.5819  2.4401  0.51
H  -1.8471  -3.5246  1.0235  0.28
H  -0.1697  -1.5397  2.6094  -0.02
H  0.1195  -3.2794  2.3851  0.36
H  1.4313  -1.6028  1.0483  0.01
C  -0.1258  2.2533  -5.9258  -1.27
Si  0.2344  1.2521  -4.3225  -0.05
C  -0.1173  -0.5489  -4.8826  -1.34
C  2.1149  1.2683  -3.9431  -1.06
C  -0.6703  1.7700  -2.7613  1.68
C  -0.1416  2.9403  -2.0970  -0.10
C  0.5696  3.9687  -2.7507  -0.93
C  1.0078  5.0648  -2.0559  -0.74
C  0.7303  5.1682  -0.6928  -0.89
C  0.0300  4.1304  -0.1200  -0.79
N  -0.3785  3.0543  -0.7756  0.56
Si  -2.5399  1.9429  -2.8741  0.39
C  -2.9806  3.5402  -3.8400  -1.30
C  -3.3371  0.4704  -3.7897  -0.94
C  -3.5282  2.0962  -1.2401  -1.03
H  0.6039  2.0860  -6.7136  0.41
H  -0.1623  3.3211  -5.7365  0.36
H  -1.0970  1.9672  -6.3190  0.33
H  0.1346  -0.6493  -5.9328  0.48
H  -1.1603  -0.8194  -4.7891  0.43
H  0.4799  -1.2784  -4.3469  0.24
H  2.6932  0.7726  -4.7160  0.47
H  2.3317  0.7641  -3.0052  0.14
H  2.4926  2.2801  -3.8496  0.37
H  0.7383  3.9014  -3.8116  0.33
H  1.5642  5.8432  -2.5565  0.46
H  1.0386  6.0305  -0.1221  0.50
H  -0.2088  4.1394  0.9367  0.30
H  -2.5675  3.5214  -4.8430  0.28
H  -2.5528  4.4010  -3.3337  0.32
H  -4.0495  3.7101  -3.9281  0.40
H  -3.0009  -0.4831  -3.4002  0.05
H  -3.0884  0.5135  -4.8427  0.37
H  -4.4187  0.4969  -3.7059  0.44
H  -3.1137  2.8700  -0.6050  0.26
H  -3.5638  1.1722  -0.6726  0.22
H  -4.5554  2.3777  -1.4580  0.48
Cl  -2.2054  1.9396  1.8524  0.10
C  -1.6503  1.6855  3.4674  0.16
C  -2.5405  1.9435  4.4944  -0.73
C  -2.1433  1.7987  5.8120  -0.42
C  -0.8482  1.3848  6.0863  -0.73
C  0.0178  1.1059  5.0514  0.32
Cl  1.6068  0.5574  5.4211  -0.22
C  -0.3317  1.2504  3.6919  -0.74
S  0.8530  0.9443  2.4748  0.39
H  -3.5390  2.2762  4.2559  0.43
H  -2.8275  2.0047  6.6193  0.37
H  -0.5092  1.2828  7.1054  0.43
C  3.4949  2.7805  0.3121  -0.90
N  4.0564  1.6398  1.0019  0.27
C  4.3040  1.8668  2.4146  -1.07
C  3.7524  0.3901  0.5313  0.40
O  2.8387  0.1593  -0.2612  -0.27
N  4.6057  -0.5989  0.9357  0.23
C  4.2929  -1.9780  0.6578  -0.58
C  5.9691  -0.3549  1.3404  -1.13
H  4.2371  3.5829  0.3181  0.33
H  2.5783  3.1409  0.7908  0.29
H  3.2742  2.4930  -0.7138  0.23
H  3.4360  2.3594  2.8603  0.36
H  5.1833  2.5031  2.5500  0.26
H  4.4475  0.9266  2.9369  0.35
H  3.2997  -2.0236  0.2228  -0.30
H  4.3237  -2.5600  1.5822  0.36
H  5.0088  -2.4057  -0.0505  0.42
H  6.2019  0.7043  1.2657  0.37
H  6.6401  -0.9081  0.6742  0.37
H  6.1470  -0.6929  2.3651  0.31

Kohn-Sham gap per entry: 8.057 8.553 6.365 7.124 eV
DFT total energy per entry: -49049.474 -111732.758 -177557.910 -94238.801 eV